ORCA calculation (ωB97M-V with the def2-TZVPD basis set) on C22H27N5OPS2Tl as an isolated structure.

Geometry (Å):
Tl1 -1.88007 -1.42115 1.91880
C1 -1.30919 -1.61500 -2.82245
C2 -1.19698 -1.73475 -1.32307
N1 -1.84097 -0.95763 -0.53183
N2 -2.59290 0.03672 -1.14863
C3 -2.95517 0.98574 -0.35596
S1 -2.64779 1.22491 1.34593
S2 -3.89474 2.33097 -1.02211
C4 -4.03974 1.89444 -2.77888
C5 -3.05651 2.62642 -3.65377
C6 -1.68700 2.41189 -3.50248
C7 -0.77699 3.06789 -4.31552
C8 -1.22072 3.95778 -5.29100
C9 -2.57985 4.18498 -5.43925
C10 -3.49037 3.52065 -4.62288
C11 -0.26498 -2.73437 -0.74224
C12 -0.11256 -3.97528 -1.37255
C13 0.85283 -4.88145 -0.98564
C14 1.73212 -4.52281 0.03836
C15 1.61449 -3.30421 0.67479
C16 0.59269 -2.38407 0.33977
O1 0.46523 -1.25109 0.97867
H1 -1.20915 -0.57544 -3.12833
H2 -2.29930 -1.93930 -3.15171
H3 -0.55171 -2.21643 -3.31918
H4 -5.06490 2.11158 -3.07413
H5 -3.87368 0.81849 -2.82141
H6 -1.34750 1.73202 -2.72763
H7 0.28408 2.88916 -4.18905
H8 -0.51017 4.46802 -5.92882
H9 -2.93570 4.88101 -6.18846
H10 -4.55326 3.69987 -4.74307
H11 -0.78370 -4.23220 -2.18598
H12 0.93226 -5.84316 -1.47516
H13 2.51777 -5.20732 0.33800
H14 2.29386 -3.02927 1.47291
C17 2.90882 2.99490 2.55185
N3 1.60151 2.20935 2.65706
C18 0.62929 2.76400 1.59346
N4 1.21274 2.70543 0.30577
C19 2.47021 3.43499 0.26956
N5 3.44508 2.92717 1.23944
C20 3.84425 1.54334 0.88665
P1 2.46811 0.24200 0.81827
C21 1.82503 0.72375 2.49095
C22 1.31998 1.31703 -0.18148
H15 3.59387 2.56997 3.28431
H16 2.66188 4.02250 2.81988
H17 1.18995 2.37749 3.57364
H18 0.43242 3.79370 1.89404
H19 -0.28119 2.16780 1.63631
H20 2.27700 4.48898 0.47930
H21 2.89848 3.34803 -0.72728
H22 4.59974 1.21184 1.60427
H23 4.33573 1.57721 -0.08809
H24 2.53970 0.41685 3.25573
H25 0.87789 0.21811 2.66060
H26 0.32821 0.86132 -0.17541
H27 1.67590 1.33798 -1.21326

As for the HOMO energy: -6.99 eV. The spin multiplicity is 1. The total energy is -68401.8045 eV.

ORCA calculation (ωB97M-V with the def2-TZVPD basis set) on C22H27N6O4PPdTe as an isolated structure.

Geometry (Å):
Pd1 -0.21475 -0.31141 -0.34331
C1 1.09130 0.24192 3.64557
C2 0.99319 0.16074 2.16480
N1 -0.10120 -0.46972 1.54831
N2 -1.12372 -0.94510 2.18557
C3 -2.12106 -1.37039 1.39718
O1 -2.01073 -1.26790 0.09973
C4 -3.31757 -1.88993 2.00809
C5 -3.35688 -2.15573 3.38844
C6 -4.54318 -2.53566 3.97762
C7 -5.69681 -2.65511 3.20806
C8 -5.66049 -2.42489 1.83356
C9 -4.47656 -2.05676 1.23349
C10 1.91141 0.66222 1.24560
C11 3.14972 1.26314 1.58318
C12 4.01132 1.64864 0.58990
C13 3.65795 1.45336 -0.75504
C14 2.43176 0.88926 -1.05028
N3 1.57839 0.51697 -0.10100
H1 0.18117 -0.14602 4.09234
H2 1.23191 1.27258 3.97467
H3 1.93781 -0.34572 4.00883
H4 -2.45388 -2.06208 3.97453
H5 -4.58292 -2.72966 5.04031
H6 -6.63090 -2.93273 3.67743
H7 -6.56474 -2.52229 1.24932
H8 -4.43381 -1.86910 0.16853
H9 3.40146 1.38920 2.62688
H10 4.96092 2.10304 0.83634
H11 4.32348 1.74181 -1.55448
H12 2.10316 0.73331 -2.07056
N4 -0.95406 5.31976 0.49873
C15 -1.50072 4.14127 0.17228
C16 -0.75133 2.93358 0.18754
N5 -1.33347 1.79730 -0.12468
C17 -2.61449 1.75388 -0.47753
C18 -3.33555 2.94388 -0.49875
N6 -2.78544 4.09498 -0.17407
H13 -0.00675 5.39053 0.81951
H14 -1.51313 6.15496 0.45437
H15 0.30079 2.93529 0.44884
H16 -3.05552 0.80102 -0.73174
H17 -4.38217 2.95725 -0.77707
C19 1.30397 -3.53166 -0.21875
C20 1.10015 -3.43527 -1.71745
O2 0.76490 -2.06198 -2.03849
P1 -0.55216 -1.55037 -2.82290
O3 -0.59281 -0.09405 -2.43929
Te1 -2.46950 -2.91831 -2.20619
O4 -0.21115 -1.72843 -4.33865
C21 -0.86253 -2.64016 -5.26822
C22 -1.91900 -1.91465 -6.07099
H18 1.68675 -4.51315 0.05668
H19 0.35458 -3.37003 0.30048
H20 2.02433 -2.77663 0.10269
H21 0.30199 -4.10258 -2.04664
H22 2.01327 -3.67939 -2.25773
H23 -1.30298 -3.47270 -4.70834
H24 -0.06788 -3.02952 -5.90000
H25 -2.66630 -1.48110 -5.40422
H26 -2.40795 -2.61153 -6.74992
H27 -1.47169 -1.10892 -6.65081

As for the HOMO energy (spin up / spin down): -12.63 / -13.96 eV. The total charge is +2. The spin multiplicity is 5. The total energy is -60429.1929 eV.

ORCA calculation (ωB97M-V with the def2-TZVPD basis set) on one molecule with the formula C22H27NO5.

Geometry (Å):
C1 0.48477 -4.54986 4.05914
C2 -0.22506 -3.31901 3.56131
O1 -0.03214 -3.32661 2.10327
C3 -0.38688 -2.18170 1.52894
C4 -0.14549 -1.99056 0.01055
C5 0.64596 -3.10602 -0.61991
O2 0.48851 -3.37112 -1.80934
O3 1.53569 -3.76360 0.12401
C6 2.28834 -4.72466 -0.69809
C7 3.08033 -5.54250 0.28140
C8 -1.50777 -1.78656 -0.73050
C9 -1.51525 -1.63867 -2.11542
C10 -2.71052 -1.42751 -2.78594
C11 -3.95764 -1.35393 -2.05139
O4 -5.08252 -1.16702 -2.77422
C12 -6.35987 -1.12013 -2.16314
C13 -3.87830 -1.43319 -0.66922
C14 -2.68734 -1.64621 -0.03952
O5 -0.98779 -1.31472 2.17343
H1 0.33837 -4.60338 5.14665
H2 0.09307 -5.47810 3.60708
H3 1.56685 -4.49079 3.82798
H4 -1.30755 -3.34745 3.74499
H5 0.21645 -2.40802 3.98875
H6 1.56265 -5.35514 -1.24442
H7 2.95119 -4.21579 -1.42718
H8 3.90129 -6.08248 -0.22404
H9 3.48719 -4.91561 1.09473
H10 2.42660 -6.30585 0.74315
H11 -0.61797 -1.77829 -2.73058
H12 -2.73294 -1.41363 -3.86889
H13 -7.03299 -0.95094 -2.98927
H14 -6.62809 -2.04923 -1.69217
H15 -6.46793 -0.30747 -1.46625
H16 -4.80515 -1.45093 -0.04414
H17 -2.70213 -1.74067 1.04743
C15 1.71141 1.38031 0.70212
N1 1.92239 0.06231 0.04797
C16 3.17268 -0.05844 -0.53515
C17 3.95057 1.02799 -1.05859
C18 5.04117 0.77337 -1.87665
C19 5.46828 -0.57851 -2.05279
C20 4.80925 -1.64299 -1.41264
C21 3.69902 -1.37724 -0.65810
C22 0.71464 -0.62281 -0.41360
H18 2.64941 1.91753 0.88507
H19 1.05834 2.05148 0.14057
H20 1.24240 1.27191 1.68904
H21 3.63776 2.08286 -0.89662
H22 5.60987 1.60063 -2.33621
H23 6.35117 -0.82406 -2.68282
H24 5.17023 -2.66734 -1.44521
H25 3.12957 -2.12757 -0.11686
H26 0.70827 -0.65530 -1.56229
H27 -0.08794 -0.07576 0.15870

As for the HOMO energy: -7.70 eV. Its SMILES is CCOC(=O)C(CN(C)c1ccccc1)(C(=O)OCC)c1ccc(OC)cc1. The spin multiplicity is 1. The total energy is -34977.3987 eV.

Question: Which of these has the highest spin multiplicity?
Answer: C22H27N6O4PPdTe

What did the second record say?
ORCA calculation (ωB97M-V with the def2-TZVPD basis set) on C22H27N6O4PPdTe as an isolated structure.

Geometry (Å):
Pd1 -0.21475 -0.31141 -0.34331
C1 1.09130 0.24192 3.64557
C2 0.99319 0.16074 2.16480
N1 -0.10120 -0.46972 1.54831
N2 -1.12372 -0.94510 2.18557
C3 -2.12106 -1.37039 1.39718
O1 -2.01073 -1.26790 0.09973
C4 -3.31757 -1.88993 2.00809
C5 -3.35688 -2.15573 3.38844
C6 -4.54318 -2.53566 3.97762
C7 -5.69681 -2.65511 3.20806
C8 -5.66049 -2.42489 1.83356
C9 -4.47656 -2.05676 1.23349
C10 1.91141 0.66222 1.24560
C11 3.14972 1.26314 1.58318
C12 4.01132 1.64864 0.58990
C13 3.65795 1.45336 -0.75504
C14 2.43176 0.88926 -1.05028
N3 1.57839 0.51697 -0.10100
H1 0.18117 -0.14602 4.09234
H2 1.23191 1.27258 3.97467
H3 1.93781 -0.34572 4.00883
H4 -2.45388 -2.06208 3.97453
H5 -4.58292 -2.72966 5.04031
H6 -6.63090 -2.93273 3.67743
H7 -6.56474 -2.52229 1.24932
H8 -4.43381 -1.86910 0.16853
H9 3.40146 1.38920 2.62688
H10 4.96092 2.10304 0.83634
H11 4.32348 1.74181 -1.55448
H12 2.10316 0.73331 -2.07056
N4 -0.95406 5.31976 0.49873
C15 -1.50072 4.14127 0.17228
C16 -0.75133 2.93358 0.18754
N5 -1.33347 1.79730 -0.12468
C17 -2.61449 1.75388 -0.47753
C18 -3.33555 2.94388 -0.49875
N6 -2.78544 4.09498 -0.17407
H13 -0.00675 5.39053 0.81951
H14 -1.51313 6.15496 0.45437
H15 0.30079 2.93529 0.44884
H16 -3.05552 0.80102 -0.73174
H17 -4.38217 2.95725 -0.77707
C19 1.30397 -3.53166 -0.21875
C20 1.10015 -3.43527 -1.71745
O2 0.76490 -2.06198 -2.03849
P1 -0.55216 -1.55037 -2.82290
O3 -0.59281 -0.09405 -2.43929
Te1 -2.46950 -2.91831 -2.20619
O4 -0.21115 -1.72843 -4.33865
C21 -0.86253 -2.64016 -5.26822
C22 -1.91900 -1.91465 -6.07099
H18 1.68675 -4.51315 0.05668
H19 0.35458 -3.37003 0.30048
H20 2.02433 -2.77663 0.10269
H21 0.30199 -4.10258 -2.04664
H22 2.01327 -3.67939 -2.25773
H23 -1.30298 -3.47270 -4.70834
H24 -0.06788 -3.02952 -5.90000
H25 -2.66630 -1.48110 -5.40422
H26 -2.40795 -2.61153 -6.74992
H27 -1.47169 -1.10892 -6.65081

As for the HOMO energy (spin up / spin down): -12.63 / -13.96 eV. The total charge is +2. The spin multiplicity is 5. The total energy is -60429.1929 eV.

Question: spin multiplicity of number 3 (C22H27NO5)?
Answer: 1